(1)
The following is a DFT calculation (the ωB97M-V functional and the def2-TZVPD basis) of a molecular structure, C24H25CuFN7O5Se.

```
64
Properties=species:S:1:pos:R:3:forces:R:3:mulliken_charge:R:1
Cu 0.070 1.918 -3.001 0.501 -0.166 -0.043 0.36
N -0.393 0.128 -4.404 -0.138 0.233 0.156 -0.38
N -1.586 0.634 -4.940 0.004 0.000 -0.101 -0.19
C -2.280 1.709 -4.358 -0.130 -0.017 -0.049 0.68
O -3.397 1.945 -4.777 0.100 0.015 0.062 -0.70
O -1.651 2.376 -3.440 -0.515 -0.090 -0.127 -0.49
H 0.261 -0.064 -5.151 0.069 0.007 0.009 0.27
H -0.547 -0.707 -3.851 -0.016 -0.077 -0.054 0.27
H -2.152 0.038 -5.521 -0.033 -0.058 0.022 0.23
F -3.115 -2.627 1.142 0.000 -0.023 0.040 -0.34
C -1.933 -2.010 1.362 -0.003 0.062 -0.019 0.13
C -1.480 -1.112 0.439 -0.027 0.021 -0.012 -0.57
C -0.292 -0.414 0.655 -0.026 -0.023 0.037 0.57
C 0.189 0.516 -0.377 0.039 -0.007 0.231 1.76
O -0.510 0.708 -1.385 0.010 0.096 -0.192 -0.90
C 1.450 1.126 -0.092 0.002 0.013 -0.244 -0.67
C 2.037 0.926 1.117 -0.080 0.034 0.020 -0.15
N 1.568 0.105 2.084 0.134 -0.004 -0.035 0.34
C 2.223 0.035 3.370 -0.066 -0.081 0.072 -0.24
C 3.709 0.143 3.461 0.098 0.026 -0.055 -1.02
C 3.045 -1.176 3.717 0.009 -0.131 0.026 -0.45
C 0.411 -0.621 1.850 -0.118 -0.022 -0.116 -0.26
C -0.054 -1.574 2.764 0.013 0.035 0.131 -0.32
C -1.219 -2.288 2.536 0.051 0.032 -0.125 -1.14
N -1.616 -3.286 3.454 0.038 -0.036 0.096 0.26
C -1.664 -2.998 4.876 -0.101 -0.031 -0.126 -0.73
C -0.983 -4.162 5.626 -0.064 0.325 0.109 -0.72
N -0.991 -5.346 4.708 0.001 -0.098 -0.016 -0.15
C -2.341 -5.511 4.080 -0.211 0.040 -0.159 -0.65
C -2.546 -4.344 3.088 0.066 0.072 0.010 -0.75
C 2.243 1.946 -1.095 -0.012 -0.020 -0.040 0.25
O 3.230 2.540 -0.702 0.017 -0.060 -0.001 -0.70
O 1.847 1.880 -2.321 0.096 0.002 0.146 -0.74
H -2.052 -0.907 -0.457 -0.001 -0.028 0.001 0.62
H 2.955 1.461 1.322 -0.002 -0.012 0.035 0.74
H 1.636 0.486 4.162 0.037 0.026 0.013 0.43
H 4.114 0.693 4.297 -0.044 0.009 0.011 0.26
H 4.279 0.243 2.548 -0.038 -0.022 -0.010 0.34
H 3.009 -1.557 4.729 -0.026 0.071 0.016 0.30
H 3.150 -1.938 2.955 -0.004 0.061 -0.049 0.24
H 0.526 -1.770 3.655 -0.002 -0.035 -0.008 0.75
H -2.703 -2.892 5.210 0.009 0.005 0.027 0.32
H -1.159 -2.062 5.091 0.025 -0.010 0.038 0.48
H -1.525 -4.430 6.530 0.030 -0.093 -0.009 0.37
H 0.051 -3.941 5.884 0.033 -0.074 -0.063 0.43
H -0.695 -6.191 5.195 -0.014 -0.014 0.016 0.34
H -0.329 -5.157 3.951 0.046 0.004 0.030 0.37
H -3.072 -5.500 4.885 0.055 -0.004 0.052 0.34
H -2.390 -6.474 3.579 0.060 -0.021 0.036 0.36
H -3.594 -4.033 3.125 -0.002 -0.011 0.009 0.42
H -2.335 -4.668 2.072 0.026 -0.044 0.004 0.49
Se 2.628 2.707 -4.962 0.212 -0.243 0.079 0.37
N 0.906 3.014 -4.661 0.021 0.265 0.413 -0.13
C 0.622 4.217 -5.162 0.107 -0.258 -0.115 1.30
C -0.651 4.845 -5.123 -0.256 0.234 0.061 -0.52
C -0.770 6.085 -5.669 -0.127 -0.231 0.158 -0.68
C 0.331 6.754 -6.283 0.312 0.012 -0.083 -0.50
C 1.557 6.176 -6.360 -0.115 0.252 -0.092 -0.67
C 1.733 4.880 -5.803 -0.004 -0.326 0.057 0.37
N 2.874 4.200 -5.819 -0.023 0.372 -0.211 -0.76
H -1.479 4.332 -4.651 0.008 0.055 -0.029 0.49
H -1.728 6.586 -5.634 -0.002 -0.013 -0.023 0.41
H 0.178 7.743 -6.694 -0.010 -0.003 -0.013 0.38
H 2.402 6.663 -6.826 -0.021 0.007 -0.004 0.44
```
Positions in Å, forces in eV/Å.

The net charge is +1. The multiplicity is 2. For the HOMO energy (spin up / spin down), the calculation gives -10.1 / -10.1 eV. As for the HOMO-LUMO gap (spin up / spin down): 6.63 / 6.62 eV. The relative energy (zero: lowest compared OMol25 entry of this formula, charge and spin) is 0.4315 eV. The LUMO energy (spin up / spin down) comes out at -3.48 / -3.48 eV.

(2)
The following is a DFT calculation (the ωB97M-V functional and the def2-TZVPD basis) of a molecular structure, C24H25F4FeN6S2SbSe4 at a distorted geometry.

```
67
Properties=species:S:1:pos:R:3:forces:R:3:mulliken_charge:R:1
Fe 9.524 12.282 9.324 -1.147 -2.655 2.111 0.04
C 9.135 12.065 6.342 0.823 0.568 -0.150 -1.12
N 9.595 11.294 7.522 0.438 0.345 -0.910 0.62
C 9.025 9.934 7.356 -1.314 -0.202 1.123 -1.17
C 11.092 11.208 7.543 0.028 0.415 -0.436 -1.02
C 11.755 10.859 8.896 0.488 -1.605 -0.880 -0.56
N 11.123 11.416 10.081 1.044 0.581 0.057 0.56
C 11.703 11.015 11.270 0.545 0.051 1.254 0.23
C 11.103 11.248 12.590 0.474 -0.481 -0.814 -0.52
F 10.041 12.096 12.705 0.146 -0.339 -0.264 -0.03
C 11.570 10.631 13.747 0.418 -0.459 0.355 0.31
F 10.945 10.782 14.962 -0.086 0.295 -1.095 -0.35
C 12.722 9.830 13.787 0.148 0.587 -0.530 -0.79
C 13.449 9.822 12.599 -1.118 0.225 0.205 0.34
F 14.651 9.253 12.558 0.695 -0.524 0.087 -0.34
C 12.996 10.375 11.400 -1.333 0.215 0.318 0.30
F 13.837 10.212 10.338 -0.095 0.106 0.316 -0.34
H 9.491 11.565 5.425 -0.079 0.167 0.150 0.44
H 9.540 13.109 6.331 -0.296 -0.748 0.179 0.18
H 8.049 12.102 6.300 -0.046 -0.038 0.202 0.36
H 8.931 9.707 6.286 0.262 -0.112 0.148 0.24
H 8.013 9.933 7.836 0.795 -0.232 -0.449 0.28
H 9.611 9.199 7.915 -0.201 0.112 -0.148 0.38
H 11.494 12.157 7.159 -0.207 0.191 0.209 0.25
H 11.390 10.464 6.788 0.071 0.002 0.243 0.37
H 12.823 11.142 8.723 -0.771 -0.045 0.256 0.46
H 11.750 9.732 8.943 -0.031 0.863 0.251 0.52
H 13.054 9.303 14.707 -0.338 0.565 -0.920 0.36
S 6.714 12.340 10.081 -0.295 0.404 -0.121 -0.28
C 6.353 12.114 11.721 0.908 -1.657 0.309 0.19
N 6.312 10.942 12.350 -0.168 1.725 -0.398 0.05
C 6.102 10.936 13.797 -0.276 -0.703 -0.061 -0.76
C 6.187 12.390 14.270 0.183 0.188 0.360 -0.31
S 6.190 13.467 12.822 -0.379 0.028 -0.351 -0.15
H 6.507 10.075 11.835 0.374 -0.324 -0.045 0.01
H 6.824 10.249 14.309 -0.517 0.597 -0.661 0.26
H 5.089 10.539 13.976 0.375 -0.021 0.037 0.35
H 7.129 12.603 14.765 0.010 -0.185 0.359 0.28
H 5.343 12.658 14.911 0.223 -0.069 0.013 0.35
C 9.005 16.052 11.383 -0.190 -0.091 -0.439 -1.06
C 9.110 14.676 11.245 0.498 -0.411 -1.092 -0.49
N 9.477 14.131 10.034 0.037 1.445 1.342 0.58
C 9.829 14.907 9.023 -0.398 0.725 0.691 -0.04
C 9.789 16.307 9.083 -0.196 0.300 1.838 0.59
C 9.296 16.879 10.298 0.678 -1.503 -0.900 -0.60
C 10.253 17.060 7.950 1.157 -0.647 -1.324 -0.71
C 11.109 16.539 6.994 -1.564 1.271 -0.003 -0.63
C 12.144 15.532 7.115 0.949 -0.950 0.331 0.80
C 12.773 14.970 5.977 -0.528 0.029 0.182 -0.63
C 13.763 14.021 6.193 0.258 0.048 0.269 -0.25
N 14.192 13.739 7.428 0.284 -0.562 -0.630 -0.53
C 13.588 14.338 8.438 -0.153 0.315 0.026 -0.09
N 12.587 15.202 8.355 -0.299 0.234 -0.515 -0.33
H 8.647 16.476 12.316 0.146 -0.103 -0.080 0.41
H 8.956 13.986 12.081 -0.103 0.210 -0.601 0.83
H 10.153 14.385 8.131 -0.080 0.280 -0.078 0.27
H 9.222 17.935 10.412 -0.040 0.679 -0.075 0.46
H 9.885 18.078 7.812 -0.376 -0.387 -0.289 0.40
H 10.953 16.927 5.974 0.670 0.310 0.552 0.31
H 12.443 15.246 4.976 0.097 -0.108 0.220 0.35
H 14.270 13.460 5.385 -0.457 0.543 0.382 0.36
H 13.966 14.107 9.431 -0.157 0.009 -0.048 0.43
Se 7.817 5.872 9.163 -0.103 0.097 0.545 -0.80
Sb 8.112 6.954 11.408 0.703 0.661 -0.378 0.49
Se 8.738 9.369 10.783 -0.123 -0.079 0.101 -0.60
Se 6.077 7.311 12.835 0.231 -0.112 -0.190 -0.77
Se 10.235 6.279 12.577 -0.691 -0.034 -0.145 -0.76
```
Positions in Å, forces in eV/Å.

The net charge is -2. The multiplicity is 5. For the HOMO energy (spin up / spin down), the calculation gives -0.1 / -0.1 eV. As for the HOMO-LUMO gap (spin up / spin down): 1.74 / 1.75 eV. The relative energy (zero: lowest compared OMol25 entry of this formula, charge and spin) is 0.0000 eV. The LUMO energy (spin up / spin down) comes out at 1.62 / 1.64 eV.

(3)
The following is a DFT calculation (the ωB97M-V functional and the def2-TZVPD basis) of a molecular structure, C24H25F9N2O7S2TcTe at a distorted geometry.

```
71
Properties=species:S:1:pos:R:3:forces:R:3:mulliken_charge:R:1
Tc -1.052 -3.968 -0.229 1.782 -1.453 1.182 1.68
F -5.220 -1.735 -2.240 0.522 -0.130 0.020 -0.16
C -4.927 -2.925 -1.743 -0.734 0.204 -0.014 0.49
F -5.441 -3.867 -2.508 0.346 -0.044 -0.040 -0.17
F -5.446 -3.019 -0.525 0.543 -0.067 -0.072 -0.18
S -3.070 -3.194 -1.624 -1.372 1.037 -2.167 1.23
O -2.499 -2.289 -0.639 0.229 0.114 1.534 -0.55
O -2.907 -4.562 -1.185 -0.156 -1.397 0.625 -0.56
N -2.546 -2.923 -3.065 -0.427 -0.245 0.191 -0.52
S -0.975 -2.874 -3.218 0.467 1.647 -0.411 1.18
O -0.279 -3.454 -2.064 0.467 -0.304 0.135 -0.74
O -0.497 -3.237 -4.490 -0.094 -0.299 -0.355 -0.56
C -0.577 -1.038 -3.035 -0.003 0.480 0.070 0.69
F -1.280 -0.466 -2.060 -0.073 -0.260 -0.098 -0.16
F -0.836 -0.392 -4.161 -0.109 -0.326 -0.146 -0.24
F 0.712 -0.887 -2.749 0.080 -0.355 -0.107 -0.16
C 2.407 -2.240 1.724 -0.132 -0.444 -0.160 -1.48
C 1.142 -2.226 0.897 0.888 1.233 0.305 0.64
O 0.568 -3.357 0.752 -1.221 -0.763 -0.355 -0.57
N 0.623 -1.133 0.413 -0.255 -0.359 -0.220 -0.17
Te 1.102 0.529 1.385 -0.156 0.716 -0.313 0.77
C 2.601 1.814 0.515 0.033 -0.164 0.022 0.25
C 3.392 1.558 -0.599 -0.197 -0.102 0.158 1.26
C 3.258 0.305 -1.397 -0.014 -0.093 -0.087 -1.57
C 4.311 2.528 -0.993 -0.130 0.000 0.221 -1.05
C 4.460 3.719 -0.298 -0.152 -0.157 0.025 0.71
C 5.455 4.743 -0.736 0.080 0.041 0.029 -1.56
C 3.673 3.931 0.833 0.015 -0.148 -0.144 -1.07
C 2.750 2.993 1.259 -0.080 -0.125 0.005 0.85
C 1.923 3.241 2.484 0.003 0.110 0.091 -1.91
C -0.719 1.465 0.819 0.171 -0.077 0.153 1.11
C -0.896 2.312 -0.271 0.213 -0.110 0.086 0.58
C 0.188 2.542 -1.270 0.026 0.106 -0.137 -1.44
C -2.132 2.923 -0.432 -0.028 -0.086 0.169 -0.94
C -3.178 2.695 0.450 0.143 -0.159 0.025 0.67
C -4.480 3.412 0.317 -0.079 0.068 0.024 -1.63
C -2.994 1.773 1.478 0.085 0.063 -0.116 -1.11
C -1.776 1.150 1.679 0.066 0.057 0.038 1.04
C -1.606 0.122 2.756 -0.138 -0.010 0.172 -2.10
H 2.822 -3.245 1.735 0.117 0.039 0.044 0.38
H 2.151 -1.969 2.752 0.058 -0.014 0.016 0.38
H 3.140 -1.531 1.332 -0.002 -0.112 0.046 0.39
H 2.574 -0.401 -0.925 0.069 -0.059 -0.157 -0.13
H 4.229 -0.168 -1.528 0.036 -0.095 -0.002 0.61
H 2.875 0.539 -2.389 -0.050 -0.068 -0.089 0.41
H 4.918 2.335 -1.865 0.074 -0.006 -0.103 0.44
H 5.766 4.571 -1.763 0.034 0.060 -0.038 0.38
H 6.340 4.697 -0.101 0.057 0.031 -0.001 0.32
H 5.039 5.745 -0.649 0.028 0.064 -0.045 0.39
H 3.785 4.849 1.393 -0.008 0.088 0.070 0.44
H 2.156 4.213 2.912 -0.057 0.015 0.043 0.47
H 2.127 2.484 3.246 -0.046 0.092 0.091 0.38
H 0.856 3.222 2.246 -0.042 0.107 0.118 0.40
H 0.760 1.626 -1.413 0.061 0.081 -0.173 -0.19
H 0.865 3.331 -0.942 0.102 -0.009 -0.055 0.38
H -0.239 2.843 -2.222 -0.004 0.002 -0.105 0.54
H -2.277 3.586 -1.271 -0.017 0.096 -0.111 0.41
H -4.539 3.956 -0.620 -0.057 0.045 -0.076 0.39
H -4.588 4.125 1.134 -0.056 0.062 0.007 0.33
H -5.313 2.716 0.379 -0.100 -0.022 -0.026 0.38
H -3.823 1.538 2.128 -0.099 -0.036 0.136 0.44
H -2.524 -0.002 3.326 -0.004 -0.022 0.023 0.48
H -0.811 0.400 3.457 -0.143 -0.109 0.012 0.39
H -1.356 -0.838 2.295 0.007 -0.076 0.162 0.26
F -2.208 -6.393 2.926 0.134 -0.044 -0.417 -0.21
C -1.367 -5.807 2.112 0.423 -0.332 -0.055 0.88
F -2.042 -4.668 1.601 -0.115 0.205 0.113 -0.34
F -0.369 -5.281 2.820 0.041 -0.291 -0.113 -0.22
C -0.845 -6.672 0.846 -1.250 -0.332 2.759 0.40
O -0.836 -7.860 0.927 0.198 0.139 -0.134 -0.48
O -0.499 -5.907 -0.108 0.003 2.300 -2.277 -0.63
```
Positions in Å, forces in eV/Å.

The net charge is +1. For the HOMO energy (spin up / spin down), the calculation gives -11.9 / -11.9 eV. As for the HOMO-LUMO gap (spin up / spin down): 6.63 / 6.64 eV. The LUMO energy (spin up / spin down) comes out at -5.28 / -5.27 eV.

(4)
The following is a DFT calculation (the ωB97M-V functional and the def2-TZVPD basis) of a molecular structure, C24H25IIrN6O4S2 at a distorted geometry.

```
63
Properties=species:S:1:pos:R:3:forces:R:3:mulliken_charge:R:1
Ir -0.084 0.260 0.062 -3.363 -0.270 -0.579 2.02
C -1.278 -3.753 -3.531 -0.100 0.054 -0.050 -0.68
S -2.378 -2.312 -3.538 -0.087 -0.103 0.307 0.02
C -2.079 -1.540 -2.013 0.274 0.245 0.095 0.69
S -1.303 -2.303 -0.670 0.244 -0.460 0.318 0.01
N -2.493 -0.315 -1.945 -1.200 -0.481 -1.939 -1.34
N -2.074 0.570 -1.119 2.813 0.700 2.768 0.84
C -2.676 1.680 -0.859 -0.482 -0.433 -0.384 -0.91
C -1.942 2.744 -0.229 -0.099 0.542 0.128 1.23
C -2.400 4.060 -0.344 0.196 -0.553 0.112 -1.01
C -1.586 5.093 0.077 0.208 -0.107 0.114 -0.32
C -0.360 4.782 0.651 -0.233 -0.174 -0.109 -0.98
C -0.001 3.449 0.784 0.598 0.365 0.221 -0.12
N -0.760 2.457 0.343 0.569 -1.824 -0.264 0.06
H -1.830 -4.597 -3.930 -0.085 -0.035 -0.007 0.43
H -0.943 -3.979 -2.523 0.011 -0.018 -0.068 0.23
H -0.433 -3.535 -4.182 0.024 0.007 0.063 0.19
H -3.693 1.866 -1.197 0.186 -0.128 -0.259 0.43
H -3.357 4.243 -0.803 -0.129 0.050 -0.065 0.46
H -1.893 6.117 -0.059 -0.025 0.125 0.039 0.47
H 0.315 5.559 0.968 0.084 0.013 0.139 0.44
H 0.946 3.178 1.236 -0.065 -0.063 -0.028 0.55
C 1.397 -0.421 -4.444 -0.186 0.045 -0.181 -1.22
C 2.104 -1.299 -3.481 -0.767 0.068 1.281 0.30
N 3.162 -1.955 -3.828 0.421 0.328 -1.268 -0.61
C 3.835 -2.737 -2.998 -0.190 -0.297 1.102 -1.28
C 3.489 -2.863 -1.663 0.419 -0.459 -0.409 1.23
C 4.375 -3.701 -0.759 0.265 0.558 -0.191 -1.02
O 3.680 -4.622 0.043 -0.273 -0.428 0.236 -0.52
C 2.360 -2.157 -1.191 -0.763 0.678 -0.644 0.10
C 2.002 -2.257 0.196 0.339 -0.257 -0.124 -1.25
N 1.304 -1.458 0.935 -0.440 1.608 -1.010 0.20
C 1.315 -1.688 2.320 -0.113 -0.160 1.264 0.21
C 2.396 -2.347 2.935 -0.176 0.115 -0.235 -0.30
C 2.425 -2.625 4.286 -0.157 0.016 0.034 -0.94
C 1.382 -2.223 5.104 0.023 0.048 -0.158 -0.69
C 0.328 -1.519 4.546 -0.192 0.104 -0.017 -0.61
C 0.307 -1.251 3.187 -0.023 -0.085 -0.228 0.23
I -1.403 -0.171 2.474 1.458 -0.211 -1.255 0.16
C 1.582 -1.405 -2.127 2.870 -1.492 -0.454 0.81
O 0.474 -0.873 -1.865 -2.316 2.159 1.607 -1.45
H 1.957 -0.359 -5.371 -0.003 -0.032 -0.060 0.37
H 1.249 0.575 -4.028 -0.053 0.105 0.015 0.24
H 0.401 -0.820 -4.640 -0.100 0.044 -0.121 0.21
H 4.670 -3.265 -3.434 0.183 -0.116 0.136 0.42
H 4.890 -3.018 -0.071 0.082 -0.184 -0.050 0.28
H 5.135 -4.200 -1.365 -0.012 0.129 0.050 0.48
H 3.566 -5.455 -0.428 -0.003 0.073 0.026 0.31
H 2.454 -3.132 0.665 -0.248 0.133 0.092 1.71
H 3.244 -2.649 2.339 0.058 0.018 -0.037 0.55
H 3.270 -3.161 4.692 0.054 0.018 0.053 0.43
H 1.392 -2.434 6.161 -0.027 0.004 0.083 0.42
H -0.484 -1.180 5.172 -0.065 0.030 0.108 0.39
N 4.540 1.272 -1.824 0.317 0.089 -0.236 -0.62
C 3.408 2.122 -2.185 -0.028 0.014 -0.057 -0.37
C 2.227 1.636 -1.363 0.583 0.114 -0.210 0.29
O 1.059 1.816 -1.618 -0.185 -0.084 -0.035 -0.53
O 2.585 0.951 -0.292 0.108 0.036 0.331 -0.27
H 5.417 1.777 -1.828 -0.001 0.058 0.018 0.24
H 4.636 0.512 -2.489 0.020 -0.089 0.047 0.16
H 3.580 0.849 -0.353 -0.128 0.001 -0.233 0.49
H 3.146 2.128 -3.248 -0.018 -0.055 0.192 0.31
H 3.609 3.158 -1.895 -0.069 -0.093 -0.013 0.43
```
Positions in Å, forces in eV/Å.

The net charge is +2. The multiplicity is 2. For the HOMO energy (spin up / spin down), the calculation gives -13.3 / -13.2 eV. As for the HOMO-LUMO gap (spin up / spin down): 5.48 / 5.03 eV. The relative energy (zero: lowest compared OMol25 entry of this formula, charge and spin) is 2.8590 eV. The LUMO energy (spin up / spin down) comes out at -7.86 / -8.19 eV.

It is found that the total energy values, taken in the order of the records, are -158658.46939 -369083.68463 -98216.41202 -75015.14784 eV.